Formula: C39H103N7O10
Source: the Open Molecules 2025 dataset
Level of theory: ωB97M-V with the def2-TZVPD basis set

Properties
Multiplicity ... 1
HOMO energy ... -8.68 eV
Orbital gap ... 9.2 eV
Energy above the lowest of the compared OMol25 structures with the same formula, charge and spin ... 0.0 kcal per mole
LUMO energy ... 0.0188 hartree
Maximum force ... 2.73 eV/A
SMILES ... CC1(C)CCCC(C)(C)N1O.COC[C@H](C)N.COC[C@H](C)N.COC[C@H](C)N.COC[C@H](C)N.COC[C@H](C)N.COC[C@H](C)N.CCO.CCO.CCO
Total energy ... -2683.20026 Ha

Each line ends with the Löwdin charge.
Element x y z (Å)
C (10.45213, 15.06447, 12.39219)  -0.0184
C (10.00663, 16.49084, 12.56074)  -0.5530
C (10.77133, 17.33946, 11.57654)  -0.0406
C (8.50348, 16.65438, 12.31159)  -0.1335
C (7.66461, 16.19201, 13.48738)  -0.1670
C (8.08800, 16.88927, 14.79010)  -0.1327
C (9.55879, 16.71608, 15.11661)  -0.5486
C (9.92960, 17.73186, 16.17971)  -0.0243
C (9.79427, 15.29662, 15.62686)  -0.0193
N (10.29042, 17.10369, 13.89479)  -0.0187
O (11.71582, 16.77583, 14.21462)  -0.0576
H (10.53112, 14.86117, 11.30704)  0.1043
H (11.40268, 14.97231, 12.91857)  0.0642
H (9.71315, 14.32299, 12.77018)  0.0774
H (10.61122, 18.40464, 11.77478)  0.0922
H (11.84970, 17.12225, 11.61798)  0.0783
H (10.29731, 17.06495, 10.61549)  0.0974
H (8.35434, 17.73803, 12.18609)  0.1270
H (8.26088, 16.16081, 11.39650)  0.1146
H (6.63526, 16.44509, 13.29878)  0.1055
H (7.72875, 15.08656, 13.61504)  0.1040
H (7.43027, 16.55290, 15.58484)  0.1270
H (8.03428, 17.98071, 14.59015)  0.1275
H (9.65367, 18.67109, 15.73360)  0.0808
H (10.93729, 17.61986, 16.52253)  0.0532
H (9.23250, 17.61084, 17.03641)  0.1037
H (9.42829, 15.27098, 16.62432)  0.0835
H (10.85554, 15.19666, 15.57432)  0.0502
H (9.29132, 14.58820, 14.98295)  0.0593
H (12.07103, 17.64039, 14.06394)  0.0818
C (12.54688, 15.75739, 17.85889)  -0.0697
O (13.54410, 15.50874, 18.90517)  -0.2412
C (13.64255, 16.68827, 19.75781)  -0.1860
C (14.85591, 16.45881, 20.66992)  -0.4306
C (14.48894, 15.22855, 21.53913)  -0.0513
N (15.21955, 17.62449, 21.51766)  0.0466
H (12.70333, 16.75845, 17.55339)  0.0544
H (11.52371, 15.65258, 18.27238)  0.0967
H (12.69999, 15.04193, 17.02343)  0.0759
H (13.83624, 17.57287, 19.15329)  0.1161
H (12.70375, 16.80260, 20.36251)  0.1423
H (15.74085, 16.19291, 20.05269)  0.1071
H (13.67620, 15.44697, 22.24989)  0.0829
H (15.30479, 14.96902, 22.20156)  0.0721
H (14.18748, 14.44266, 20.85304)  0.0620
H (14.41112, 17.79348, 22.11193)  0.0715
H (15.37656, 18.38379, 20.87821)  0.0500
C (17.79699, 9.17235, 10.27136)  -0.0967
O (17.10302, 9.33032, 11.48849)  -0.1813
C (16.09915, 10.31586, 11.61151)  -0.2246
C (16.40105, 11.76652, 11.65622)  -0.4373
C (17.34741, 12.19095, 12.79364)  -0.0390
N (15.09152, 12.43676, 11.66079)  0.0564
H (18.53718, 8.44015, 10.50149)  0.0827
H (18.09194, 10.06650, 9.72453)  0.0907
H (17.12881, 8.69976, 9.59678)  0.0672
H (15.34664, 10.09722, 10.84298)  0.1273
H (15.59695, 10.10725, 12.57219)  0.1156
H (16.81476, 12.17895, 10.75593)  0.1137
H (17.58070, 13.27525, 12.70269)  0.0689
H (18.27894, 11.62342, 12.82238)  0.0755
H (16.83509, 12.09685, 13.73587)  0.0531
H (15.08576, 13.40274, 12.01645)  0.0322
H (14.47836, 11.95493, 12.27507)  0.0195
C (8.76694, 7.47841, 11.47159)  -0.1252
O (8.11613, 8.13824, 12.49959)  -0.1738
C (8.42383, 9.47674, 12.48529)  -0.2477
C (7.83755, 10.20876, 13.72924)  -0.3981
C (7.97367, 11.73544, 13.61540)  -0.0668
N (8.45987, 9.77675, 14.96144)  0.0510
H (9.81723, 7.78106, 11.41518)  0.0727
H (8.18768, 7.61177, 10.54279)  0.0970
H (8.81823, 6.38539, 11.59263)  0.0916
H (9.55190, 9.63990, 12.33436)  0.1322
H (7.94403, 9.92345, 11.59960)  0.1249
H (6.80014, 9.81154, 13.66213)  0.1442
H (7.34916, 12.18342, 12.80240)  0.0817
H (9.03521, 12.05310, 13.37595)  0.0751
H (7.65542, 12.37976, 14.44933)  0.0702
H (9.35294, 10.23967, 15.03902)  0.0429
H (8.58488, 8.76730, 14.96971)  0.0912
C (17.68993, 17.98608, 18.57285)  -0.1147
O (17.06421, 17.60676, 17.39441)  -0.1659
C (16.82996, 16.23961, 17.42542)  -0.2482
C (16.38774, 15.77072, 16.04585)  -0.4126
C (15.85733, 14.30673, 16.16248)  -0.0425
N (17.39365, 15.92740, 14.97624)  0.0298
H (17.11343, 17.62798, 19.45200)  0.0718
H (17.93517, 19.06520, 18.58388)  0.1071
H (18.58901, 17.41089, 18.69392)  0.0767
H (17.80759, 15.71171, 17.60891)  0.1438
H (16.09712, 15.96592, 18.18134)  0.0976
H (15.54895, 16.45821, 15.84040)  0.1400
H (14.93180, 14.43861, 16.75320)  0.0559
H (16.62770, 13.64936, 16.61260)  0.0863
H (15.62110, 13.87895, 15.17001)  0.0569
H (18.22476, 15.29779, 15.12882)  0.1030
H (17.80426, 16.86818, 14.92104)  0.0830
C (16.02680, 16.52429, 8.50314)  -0.0918
O (16.97250, 16.74925, 9.54692)  -0.2081
C (16.78190, 15.93371, 10.68832)  -0.2128
C (15.44421, 16.19487, 11.35591)  -0.4363
C (15.36132, 17.73983, 11.60699)  -0.0415
N (15.33198, 15.42504, 12.56562)  0.0433
H (16.47905, 16.76255, 7.54972)  0.0867
H (15.10189, 17.08930, 8.76611)  0.0911
H (15.75236, 15.48055, 8.53810)  0.0799
H (16.92378, 14.86554, 10.39623)  0.1296
H (17.57548, 16.22556, 11.34081)  0.1178
H (14.62407, 15.89218, 10.66792)  0.1357
H (15.55712, 18.37748, 10.72966)  0.0776
H (16.14401, 17.97158, 12.35171)  0.0796
H (14.43364, 18.00355, 12.10893)  0.0542
H (14.52692, 15.70128, 13.10393)  0.0645
H (16.14638, 15.50695, 13.20124)  0.0510
C (13.50013, 12.34569, 18.30282)  -0.1161
O (13.98399, 11.04267, 18.23312)  -0.1895
C (15.05928, 10.84070, 17.32928)  -0.1787
C (15.36474, 9.31924, 17.31786)  -0.3811
C (16.45787, 8.89184, 16.33802)  -0.0366
N (14.09706, 8.58595, 17.03203)  0.0331
H (12.67696, 12.21033, 18.97340)  0.0700
H (13.13994, 12.71590, 17.31652)  0.0687
H (14.20600, 13.14005, 18.63406)  0.0841
H (14.71018, 11.21311, 16.38662)  0.1010
H (15.89347, 11.46603, 17.71578)  0.1333
H (15.64390, 9.19886, 18.35167)  0.1268
H (17.42078, 9.37169, 16.45147)  0.0780
H (16.21430, 9.11716, 15.31245)  0.0615
H (16.56260, 7.80118, 16.48662)  0.0868
H (13.27328, 8.73983, 17.62990)  0.1061
H (14.36443, 7.58728, 17.11818)  0.1036
C (12.85124, 8.75341, 12.17654)  -0.0614
C (13.58945, 8.28711, 13.45874)  -0.2510
O (13.38682, 9.33090, 14.45509)  -0.1698
H (12.87717, 8.05952, 11.35707)  0.0674
H (13.21086, 9.71791, 11.84779)  0.0550
H (11.77749, 8.85141, 12.32674)  0.0435
H (14.67344, 8.09982, 13.29698)  0.1047
H (13.13864, 7.40959, 13.89585)  0.1003
H (13.66626, 9.06243, 15.38713)  0.0392
C (9.92058, 12.20847, 18.92930)  -0.0882
C (9.53117, 11.57921, 17.56706)  -0.3470
O (8.50526, 10.69711, 17.88641)  -0.0841
H (10.72728, 13.00640, 18.86310)  0.0601
H (10.32719, 11.51273, 19.67214)  0.0715
H (9.03504, 12.71359, 19.35267)  0.0758
H (10.40505, 11.05393, 17.15622)  0.0982
H (9.20893, 12.42044, 16.92696)  0.1045
H (8.21264, 10.33096, 17.03318)  0.0473
C (12.82165, 13.03622, 14.37770)  -0.0758
C (11.59551, 12.40405, 15.00514)  -0.3122
O (11.22035, 11.17352, 14.41918)  -0.0949
H (12.69116, 13.07561, 13.31775)  0.0575
H (13.71389, 12.41832, 14.56076)  0.0633
H (13.01021, 14.08590, 14.61531)  0.0611
H (10.78211, 13.08668, 14.96029)  0.0623
H (11.81948, 12.20822, 16.04793)  0.0732
H (11.95770, 10.53499, 14.52049)  0.0559